(1)
{
  "formula": "C3H5NO",
  "method": "the ωB97M-V functional and the def2-TZVPD basis",
  "e_lumo_ha": 0.028,
  "total_energy_ha": -247.21826,
  "homo_ev": -9.289,
  "smiles": "C=C/C=N\\O",
  "orbital_gap_ha": 0.36953,
  "de_lowest_kcal_mol": 55.8,
  "species": ["C", "C", "C", "H", "H", "H", "H", "H", "N", "O"],
  "positions_angstrom": [[0.816, -0.026, 0.171], [-0.599, -0.266, -0.092], [-1.181, -1.352, 0.388], [1.471, 2.600, -0.919], [1.369, -0.849, 0.592], [-1.244, 0.470, -0.602], [-2.254, -1.473, 0.259], [-0.698, -2.072, 1.021], [1.538, 1.004, -0.074], [0.782, 1.965, -0.744]],
  "mulliken_charge": [-0.1177, 0.2244, -0.7728, 0.3581, 0.3248, 0.2914, 0.2458, 0.2627, -0.4542, -0.3627]
}

***

(2)
{
  "formula": "C3H5NO",
  "method": "the ωB97M-V functional and the def2-TZVPD basis",
  "e_lumo_ha": 0.039,
  "total_energy_ha": -247.15400,
  "homo_ev": -9.565,
  "smiles": "C=C[C@H]1NO1",
  "orbital_gap_ha": 0.39065,
  "de_lowest_kcal_mol": 96.2,
  "species": ["C", "C", "C", "N", "O", "H", "H", "H", "H", "H"],
  "positions_angstrom": [[-1.268, -0.802, 0.491], [-0.020, -0.546, 0.807], [0.780, 0.516, 0.089], [0.265, 0.742, -1.262], [0.147, 1.671, -0.258], [-1.679, -1.724, 0.754], [-1.648, -0.330, -0.378], [0.609, -1.176, 1.399], [1.735, 0.619, 0.337], [1.078, 1.030, -1.980]],
  "mulliken_charge": [-0.7659, -0.3386, 0.1005, -0.4998, -0.2918, 0.2988, 0.3504, 0.3232, 0.5500, 0.2732]
}

***

(3)
{
  "formula": "C3H5NO",
  "method": "the ωB97M-V functional and the def2-TZVPD basis",
  "e_lumo_ha": 0.035,
  "total_energy_ha": -247.25912,
  "homo_ev": -9.722,
  "smiles": "O=C1CNC1",
  "orbital_gap_ha": 0.39240,
  "de_lowest_kcal_mol": 30.2,
  "species": ["O", "C", "C", "N", "C", "H", "H", "H", "H", "H"],
  "positions_angstrom": [[-1.753, 0.948, 0.924], [-0.798, 0.500, 0.357], [-0.568, -0.541, -0.743], [0.881, -0.533, -0.412], [0.722, 0.615, 0.518], [-1.093, -1.494, -0.625], [-0.759, -0.148, -1.750], [1.126, -1.371, 0.107], [1.115, 0.482, 1.531], [1.129, 1.541, 0.093]],
  "mulliken_charge": [-0.5385, 0.5370, -0.3756, -0.4723, -0.3756, 0.2793, 0.1902, 0.2863, 0.2797, 0.1895]
}

***

(4)
{
  "formula": "C3H5NO",
  "method": "the ωB97M-V functional and the def2-TZVPD basis",
  "e_lumo_ha": 0.028,
  "total_energy_ha": -247.27830,
  "homo_ev": -8.669,
  "smiles": "N/C=C/C=O",
  "orbital_gap_ha": 0.34616,
  "de_lowest_kcal_mol": 18.2,
  "species": ["C", "C", "C", "H", "H", "H", "H", "H", "N", "O"],
  "positions_angstrom": [[-0.202, -0.423, -0.767], [0.589, -0.272, 0.354], [0.315, 0.836, 1.239], [-0.756, -1.615, -2.373], [0.393, -2.376, -1.341], [-0.947, 0.334, -0.929], [1.332, -1.038, 0.638], [0.985, 0.873, 2.138], [-0.101, -1.473, -1.653], [-0.564, 1.661, 1.060]],
  "mulliken_charge": [0.1687, -0.5677, 0.0682, 0.2201, 0.2305, 0.3404, 0.2410, 0.2913, -0.4390, -0.5534]
}

***

(5)
{
  "formula": "C3H5NO",
  "method": "the ωB97M-V functional and the def2-TZVPD basis",
  "e_lumo_ha": [0.043, -0.024],
  "total_energy_ha": -247.04949,
  "s2": 2.02,
  "homo_ev": [-8.421, -9.699],
  "multiplicity": 3,
  "orbital_gap_ha": [0.35240, 0.33288],
  "de_lowest_kcal_mol": 61.7,
  "species": ["C", "C", "C", "N", "O", "H", "H", "H", "H", "H"],
  "positions_angstrom": [[-2.557, -0.694, -0.060], [-1.777, 0.360, 0.079], [1.654, -0.272, -0.010], [0.235, -0.475, 0.059], [-0.507, 0.568, -0.215], [-3.500, -0.833, 0.323], [-2.119, 1.295, 0.394], [2.222, -1.096, -0.377], [2.099, 0.710, -0.543], [2.194, -0.114, 0.932]],
  "mulliken_spin": [0.9993, -0.0802, -0.0186, 0.7763, 0.1300, 0.0521, 0.0548, 0.0253, 0.0072, 0.0539]
}

***

(6)
{
  "formula": "C3H5NO",
  "method": "the ωB97M-V functional and the def2-TZVPD basis",
  "e_lumo_ha": [0.039, -0.098],
  "total_energy_ha": -247.01378,
  "s2": 2.01,
  "homo_ev": [-5.217, -10.116],
  "multiplicity": 3,
  "orbital_gap_ha": [0.23023, 0.27331],
  "de_lowest_kcal_mol": 84.1,
  "species": ["C", "C", "C", "N", "O", "H", "H", "H", "H", "H"],
  "positions_angstrom": [[-0.466, 0.705, 0.032], [-1.461, 1.724, -0.168], [1.118, -0.966, 0.555], [-0.336, 1.249, -1.086], [0.009, -0.215, 1.014], [-2.472, 1.457, -0.441], [-1.341, 2.688, 0.309], [1.327, -1.700, 1.333], [1.989, -0.322, 0.406], [0.889, -1.477, -0.382]],
  "mulliken_spin": [0.7993, -0.0166, 0.0119, 0.9081, 0.1409, 0.0729, 0.0774, 0.0009, 0.0032, 0.0019]
}